Entry 1:
{
  "formula": "C26H26BrN8O8P2S2W",
  "method": "ωB97M-V/def2-TZVPD",
  "e_above_lowest_ev": 0.264,
  "s2": 2.018,
  "charge": 1,
  "e_lumo_ha": [-0.1373, -0.1434],
  "energy_ha": -6166.63198,
  "multiplicity": 3,
  "e_homo_ev": [-9.854, -10.140],
  "species": ["W", "H", "H", "H", "C", "C", "O", "C", "N", "C", "N", "C", "H", "C", "H", "N", "H", "H", "S", "H", "C", "C", "C", "C", "H", "H", "H", "H", "O", "H", "H", "N", "Br", "H", "P", "C", "C", "P", "C", "H", "C", "O", "H", "C", "C", "C", "O", "H", "H", "O", "C", "O", "O", "H", "O", "H", "C", "C", "C", "N", "N", "C", "N", "S", "H", "H", "C", "C", "H", "H", "C", "H", "N", "C"],
  "coordinates": [[0.2083, 0.9613, 0.5734], [4.4565, 2.5462, 2.9313], [3.4287, -2.2061, -2.1757], [-3.5705, 4.0142, 2.7318], [4.0537, 1.5329, 2.8880], [-2.6054, 4.8845, -1.7239], [1.3497, -0.2477, 1.9794], [3.3571, -1.2341, -1.7160], [-4.0741, 0.4308, 1.4948], [-0.6457, 2.9056, -1.4177], [-1.3629, 2.4546, 0.7664], [0.9532, -1.6362, -1.0982], [-3.9703, 5.3202, 0.6585], [3.1148, 1.2328, -0.6025], [1.8593, -3.3589, -2.0353], [-4.7882, 5.6692, -1.8858], [2.9558, 2.2048, -0.1570], [-4.4426, -1.4405, -0.9522], [-1.3905, -0.3580, 1.9883], [-3.4934, -2.5275, -0.0351], [-5.4225, 2.1028, -2.7420], [2.2002, -0.8368, -1.0695], [-0.7264, 3.6204, -2.5846], [2.7148, 1.4794, 3.6009], [-5.1929, 1.3831, -3.5140], [5.3345, -0.6408, -2.3070], [-6.3435, 4.6780, -0.0172], [0.1469, -3.0889, -2.4092], [0.1527, 2.1085, 3.6378], [2.7360, -1.9607, 4.2573], [-1.7752, 5.1816, -3.6466], [-0.1094, -1.0170, -0.7146], [-6.8164, -0.0540, -1.5271], [-1.9150, 2.1911, 2.7241], [1.9044, -0.1530, 3.3757], [-2.4963, 4.2142, -0.4788], [-5.2345, 4.3050, -1.8106], [1.3844, 2.5750, 2.9552], [-6.0651, 3.9434, -0.7623], [2.1088, 1.7746, 5.4519], [-1.7098, 4.6210, -2.7228], [1.7499, 4.0670, 3.2946], [2.6806, 4.3056, 3.3800], [-3.2478, 4.5159, 0.6782], [-2.4719, -1.1283, -1.1196], [-6.1919, 1.7335, -1.6493], [2.9479, 1.7395, 4.9716], [3.9645, 1.2325, 1.8454], [-4.3268, 3.6974, -3.6605], [1.3704, 2.4146, 1.4302], [0.9111, -3.0277, -1.6315], [0.8481, -0.3669, 4.5137], [0.2295, 1.9170, -1.1874], [4.7567, 0.8695, 3.3896], [2.9864, -1.2589, 3.6402], [0.6327, -3.7322, -0.8437], [-2.9762, 0.1177, 1.6659], [-6.5241, 2.6395, -0.6600], [-2.0898, 2.7653, 1.8290], [-1.2722, -1.7364, -0.7997], [2.1125, 0.3686, -0.4803], [4.2941, 0.9128, -1.2571], [-3.5793, 5.9353, -1.9018], [-2.5290, 0.3301, -1.8808], [0.1357, 0.3079, 4.4161], [5.0836, 1.6469, -1.3283], [-1.5311, 3.2080, -0.3679], [4.4246, -0.3489, -1.8004], [-7.1373, 2.3344, 0.1760], [-1.2694, -2.6595, -0.3913], [-3.0269, 3.8059, 1.8223], [-0.0430, 3.4023, -3.3940], [-3.5426, -1.8785, -0.8055], [-4.9336, 3.3954, -2.8178]],
  "forces_ev_per_angstrom": [[0.096, -0.652, -1.613], [0.014, -0.008, -0.011], [0.008, -0.005, -0.007], [-0.009, 0.004, -0.003], [0.008, 0.033, -0.027], [-0.008, 0.064, -0.067], [0.003, -0.185, 0.065], [0.068, 0.058, -0.016], [-0.026, -0.059, 0.009], [-0.013, 0.060, -0.088], [-0.110, 0.184, 0.188], [0.038, 0.167, 0.034], [-0.007, 0.007, -0.002], [0.074, 0.036, -0.006], [0.017, 0.014, -0.016], [0.154, 0.079, -0.016], [0.007, -0.007, -0.001], [0.005, 0.032, -0.023], [0.074, -0.059, 0.085], [-0.001, -0.009, -0.017], [-0.046, -0.013, 0.060], [-0.116, -0.047, 0.054], [0.011, -0.029, 0.019], [-0.142, -0.120, -0.022], [0.001, -0.001, -0.007], [-0.011, -0.011, -0.002], [0.005, 0.006, -0.014], [0.010, -0.009, 0.010], [-0.019, 0.202, 0.319], [0.020, 0.047, 0.002], [-0.006, 0.001, 0.000], [0.087, 0.292, 0.235], [0.042, 0.042, 0.011], [0.003, 0.032, -0.017], [0.091, 0.071, 0.037], [-0.049, 0.060, 0.029], [-0.025, -0.074, -0.052], [0.092, 0.012, 0.292], [-0.044, 0.026, 0.068], [-0.001, 0.030, -0.011], [0.066, -0.044, -0.006], [0.065, 0.156, 0.149], [-0.026, -0.019, -0.030], [0.018, -0.011, -0.006], [0.269, 0.045, 0.054], [0.059, -0.082, -0.101], [0.017, -0.052, 0.046], [-0.004, 0.011, 0.021], [-0.006, -0.002, 0.002], [-0.079, 0.242, -0.238], [-0.057, -0.034, -0.026], [-0.026, 0.055, -0.020], [-0.174, -0.045, 0.595], [0.002, 0.003, 0.008], [-0.057, -0.069, 0.009], [0.011, 0.004, 0.011], [-0.055, 0.011, -0.022], [-0.024, -0.023, 0.029], [0.091, 0.013, -0.053], [-0.213, -0.087, -0.115], [-0.081, -0.053, 0.048], [-0.049, 0.025, 0.032], [-0.087, -0.047, 0.055], [0.005, -0.056, 0.017], [0.043, -0.046, 0.024], [0.000, -0.002, -0.001], [0.100, -0.133, -0.023], [-0.019, -0.057, -0.016], [0.000, 0.009, 0.001], [0.006, 0.028, 0.036], [0.007, 0.004, 0.005], [-0.007, 0.009, -0.009], [-0.093, -0.028, 0.027], [0.004, 0.001, 0.014]]
}

Entry 2:
{
  "formula": "C4H7NO",
  "method": "ωB97M-V/def2-TZVPD",
  "e_above_lowest_ev": 3.789,
  "e_lumo_ha": 0.0172,
  "energy_ha": -286.49240,
  "smiles": "CCCC1=NO1",
  "e_homo_ev": -9.700,
  "species": ["H", "H", "H", "H", "C", "C", "H", "C", "N", "C", "H", "H", "O"],
  "coordinates": [[-0.1558, -1.6345, -0.5590], [-1.3954, -0.4832, -0.0988], [1.6276, -0.2120, 0.1843], [-0.7142, 0.7612, 1.9269], [0.2506, 0.2586, 1.7908], [-0.4775, -0.0654, -1.9099], [0.6926, 1.2520, -0.0689], [0.6316, 0.2258, 0.3133], [-0.0636, 0.8359, -2.6779], [-0.3855, -0.5631, -0.5224], [0.1642, -0.7520, 2.2060], [0.9959, 0.8022, 2.3792], [-1.1705, -0.4255, -2.9635]],
  "forces_ev_per_angstrom": [[-0.041, 0.142, -0.010], [0.105, 0.025, -0.077], [-0.149, 0.073, 0.004], [0.140, -0.086, -0.006], [-0.009, -0.011, 0.067], [0.156, 0.281, -0.138], [-0.024, -0.141, 0.055], [0.051, 0.067, -0.010], [-0.086, -0.311, 0.320], [-0.018, 0.016, -0.038], [0.022, 0.131, -0.060], [-0.099, -0.092, -0.087], [-0.048, -0.094, -0.019]]
}

Entry 3:
{
  "formula": "C19H29ClF9N4O2",
  "method": "ωB97M-V/def2-TZVPD",
  "charge": 1,
  "e_lumo_ha": -0.1369,
  "energy_ha": -2469.40241,
  "smiles": "CCCON1C(N)=[N+]([C@@H](Cl)CC)C[C@]1(CCN(CC)C(C)=O)C(F)(F)C(F)(F)C(F)(F)C(F)(F)F",
  "e_homo_ev": -12.075,
  "species": ["C", "O", "H", "H", "H", "C", "H", "F", "H", "C", "C", "H", "H", "H", "H", "C", "H", "C", "F", "C", "F", "H", "F", "H", "H", "F", "C", "H", "Cl", "H", "H", "H", "F", "C", "N", "H", "H", "H", "H", "C", "O", "H", "H", "H", "C", "C", "C", "C", "F", "C", "N", "C", "H", "N", "N", "H", "F", "C", "H", "C", "C", "H", "H", "F"],
  "coordinates": [[-0.1597, 1.2370, -1.6775], [-1.6521, -4.4776, 1.3659], [2.0775, 3.6084, -0.6763], [-2.6340, -0.6512, -0.0032], [-2.4176, 1.9331, 1.7644], [-2.8964, -2.3744, 3.2860], [-0.9975, 2.5579, -3.0072], [0.7415, -2.3145, -1.8217], [2.3913, -1.1715, 1.2735], [1.2807, -0.9282, 1.0699], [1.2404, -0.3943, -0.4548], [0.6601, -3.1033, 0.5446], [1.1051, 5.1635, 0.7357], [-3.0419, -2.0095, 4.3657], [-5.0579, 0.7028, 2.3320], [1.7692, -1.3292, -1.6246], [2.9580, 1.2445, -0.1781], [4.4467, -1.3276, -1.1584], [5.4904, -2.3010, -1.1175], [0.4898, -2.2961, 1.3260], [4.8151, -0.8215, -3.6054], [0.9112, -2.7249, 2.3130], [3.3002, -2.9748, -2.5047], [-1.7972, 1.0039, -2.9224], [-0.6269, 5.7698, 0.5035], [6.2272, 0.0181, -2.0728], [-2.0679, -3.2803, -0.7048], [-1.7215, -4.1883, -1.2908], [1.6865, 3.8122, -3.1002], [-0.6981, 3.4293, -0.1183], [1.4410, 1.6335, 0.6454], [-0.7289, 4.3877, -1.7632], [4.5494, -0.6636, 0.1026], [1.2036, 3.3290, -1.3683], [1.1105, 1.8434, -1.3753], [0.6556, 6.2263, -0.7714], [-4.6866, 2.3363, 1.5604], [1.0301, -0.1079, 1.8349], [-1.7200, -2.2932, -1.1870], [4.8630, -0.3098, -2.3105], [-0.8577, 0.5875, 0.2904], [-0.8456, -3.1904, 3.4866], [-3.5448, -1.7453, 2.5944], [-4.9252, 0.8208, 0.4893], [-4.4962, 1.2107, 1.4704], [1.8395, 1.0968, -0.2974], [0.3148, 5.4156, -0.0445], [-1.5655, -3.3428, 0.8211], [1.8611, -0.6774, -2.8927], [-0.1065, 4.0893, -0.8517], [-0.9886, -2.1572, 1.5296], [3.1020, -2.1430, -1.3598], [-3.2164, -3.2448, -0.7548], [-1.0537, 1.6289, -2.5682], [-0.1731, 0.0268, -0.7838], [-0.8934, -1.3377, 3.5342], [3.0188, -3.0678, -0.2751], [-2.2869, 0.4185, 0.1567], [-3.2617, -3.4614, 3.1877], [-2.9173, 0.9098, 1.5687], [-1.3176, -2.2590, 2.9939], [-2.7823, 1.0689, -0.6359], [-2.6160, 0.2492, 2.4408], [4.1728, 0.9100, -2.3091]],
  "forces_ev_per_angstrom": [[5.075, -0.476, 1.841], [0.299, 4.247, -1.388], [-1.221, -0.482, -1.273], [1.047, 1.194, 0.038], [-0.606, -1.567, -0.166], [0.306, -0.145, 0.307], [0.291, -0.671, 0.314], [2.262, 1.785, 0.449], [-1.648, 0.374, -0.369], [0.966, -1.654, -0.294], [-0.642, 3.221, 2.305], [0.189, 1.356, 0.787], [-0.951, 0.453, -1.085], [-0.014, -0.646, -1.622], [0.824, 0.710, -1.337], [-2.167, -1.042, -0.798], [-1.330, -0.223, -1.192], [2.476, -1.027, 1.185], [-2.498, 2.074, -0.315], [0.697, -0.072, 0.972], [-0.328, 0.797, 3.155], [-0.427, 0.541, -1.571], [-0.432, 2.139, 2.313], [0.743, 0.381, 0.694], [1.457, -0.311, -0.784], [-3.254, -0.759, -0.353], [0.098, 1.528, 0.280], [-0.314, 1.189, 0.949], [-0.490, -0.050, 1.340], [0.883, 0.693, -1.291], [0.469, -1.604, -0.950], [0.626, -0.466, 1.413], [-0.902, -1.125, -2.798], [0.521, 0.216, 0.266], [-2.946, 0.350, -0.749], [-0.293, -1.107, 1.171], [0.224, -1.691, -0.281], [-0.036, -1.285, -1.534], [-0.323, -1.669, 0.580], [2.571, 1.857, -1.771], [-0.836, 0.294, 0.531], [-0.501, 1.375, -0.885], [0.955, -0.633, 0.829], [0.463, 0.550, 1.273], [0.169, -0.305, 0.380], [-0.468, 0.617, 0.729], [-0.804, -0.377, -0.332], [-0.722, -3.793, 0.384], [0.135, -0.984, 2.885], [0.558, 0.506, 0.117], [-0.441, -1.764, -0.225], [0.796, -2.742, -0.559], [1.661, -0.215, 0.437], [0.174, -0.413, 0.519], [-1.226, -0.445, -3.625], [-0.565, -1.226, -0.994], [-0.256, 2.505, -2.116], [-2.442, -0.251, 1.866], [0.704, 1.721, 0.237], [0.646, 1.476, -0.569], [-0.766, -0.272, 1.011], [1.081, -0.568, 0.724], [-0.469, 0.598, -1.364], [0.952, -2.689, 0.309]]
}

Entry 4:
{
  "formula": "C4H2F2",
  "method": "ωB97M-V/def2-TZVPD",
  "e_above_lowest_ev": 3.152,
  "e_lumo_ha": 0.0020,
  "energy_ha": -353.14489,
  "e_homo_ev": -10.642,
  "species": ["F", "C", "C", "H", "C", "C", "F", "H"],
  "coordinates": [[-1.2131, -0.8406, 1.0850], [-0.9058, 1.9319, -0.0857], [0.8703, -0.1892, 0.0537], [1.5031, -0.1754, 1.0325], [-0.0160, 1.0449, -0.0228], [-0.5957, -0.4337, 0.0114], [-1.1518, -0.9119, -1.0669], [1.5090, -0.4260, -1.0072]],
  "forces_ev_per_angstrom": [[-0.587, -0.257, 0.727], [-0.441, 0.272, 0.001], [2.224, 0.611, -1.573], [-1.438, -0.580, -1.871], [0.666, -1.438, -0.245], [1.818, 1.019, 0.401], [-0.308, -0.293, -0.660], [-1.934, 0.667, 3.219]]
}

Number 4 is which compound?
C4H2F2